Entry from OMol25: a structure of composition C3H3Br2F3 at a distorted geometry (ωB97M-V/def2-TZVPD).

Molar mass (Da): 255.86
Total charge: 0
LUMO (spin up / spin down) (eV): -0.6032 / -0.5813
F_max (eV/A): 3.37
Relative energy (zero: lowest compared OMol25 entry of this formula, charge and spin) (kcal/mol): 74.6
Highest occupied orbital energy (spin up / spin down) (eV): -9.068 / -9.048

Each line ends with the Mulliken charge.
CARTESIAN COORDINATES (ANGSTROEM)
Br -2.57 0.25 -1.49  -0.07
Br -1.69 0.07 1.59  -0.03
F 0.39 1.62 1.08  -0.22
F 1.09 -1.73 0.13  -0.26
F 1.07 -1.13 2.18  -0.23
C 1.12 -0.60 0.96  0.34
C -0.70 0.36 -1.64  -0.52
C -0.04 0.41 0.81  0.12
H -0.23 -0.46 -2.23  0.29
H 1.97 -0.04 0.69  0.22
H -0.42 1.27 -2.06  0.34